This record from the OMol25 dataset describes an isolated molecule of C4H5FS at a distorted geometry. The level of theory is ωB97M-V with the def2-TZVPD basis set.

The geometry in XYZ format:
```
11
Properties=species:S:1:pos:R:3:forces:R:3
F 2.36711 -0.21865 -0.02012 2.0 -0.8 0.0
C 1.09000 -0.00979 -0.02175 -2.0 -0.3 -0.2
C 0.56676 1.18057 -0.03170 -1.8 2.4 0.4
C -0.94926 1.25970 0.04702 0.1 -1.3 1.1
S -1.56550 -0.47704 -0.04769 0.7 0.2 -0.4
C 0.13158 -1.16227 0.05350 -0.6 0.5 2.0
H 1.04481 2.16501 0.01015 0.4 -0.7 -0.2
H -1.36412 1.54241 1.02691 0.6 0.7 -0.3
H -1.38832 1.84863 -0.72196 -0.3 0.5 -0.6
H 0.19374 -1.89028 -0.67941 0.6 -1.3 -1.6
H 0.22350 -1.67465 1.02592 0.2 0.2 -0.3
```
Positions in Å, forces in eV/Å.

Computed properties:
- E_tot (eV) = -17780.8008
- SMILES string = FC1=CCSC1
- Kohn-Sham gap (eV) = 9.6
- E_LUMO (eV) = 0.96
- 2S+1 = 1